No. 1
C5H8O | ωB97M-V/def2-TZVPD

Results
- Energy relative to the best compared isomer or geometry (same formula, charge and spin): 1.055 eV
- E: -270.51912 hartree
- SMILES: C[C@H]1CCC1=O
- HOMO-LUMO gap: 10.259 eV

XYZ file:
```
14
Properties=species:S:1:pos:R:3:forces:R:3:mulliken_charge:R:1
C 1.83890 -0.44150 0.17486 0.0 0.0 0.2 -1.290
C 0.51215 0.27745 0.01072 -0.1 0.2 0.7 0.341
C -0.56785 -0.41586 -0.83394 0.2 0.0 -0.3 -0.712
C -1.65746 0.39032 -0.12506 0.0 0.2 0.7 -0.511
C -0.64644 0.54537 1.05132 0.0 -0.6 0.0 0.350
O -0.77512 0.64171 2.24439 0.4 0.0 -1.1 -0.561
H 2.34565 -0.25446 1.12316 -0.1 0.1 0.0 0.334
H 1.69788 -1.52059 0.07518 0.0 0.1 0.1 0.316
H 2.50060 -0.10721 -0.62848 0.1 -0.2 0.1 0.339
H 0.68938 1.29930 -0.36128 -0.1 -0.2 -0.2 0.223
H -0.44593 -0.34313 -1.91099 -0.2 0.2 -0.1 0.325
H -0.63749 -1.47709 -0.57346 0.1 0.1 0.1 0.295
H -1.76577 1.37285 -0.58789 -0.3 -0.1 0.0 0.225
H -2.61602 -0.07483 0.10823 0.1 0.2 -0.1 0.327
```
Forces are in eV/Å.


No. 2
C25H29IrN2S2Se | ωB97M-V/def2-TZVPD

Results
- Spin multiplicity: 6
- Energy relative to the best compared isomer or geometry (same formula, charge and spin): 0.066 eV
- Charge: +1
- E: -4381.40441 hartree
- Expectation value of S²: 8.8005
- HOMO-LUMO gap (alpha / beta): 8.045 / 5.899 eV

XYZ file:
```
60
Properties=species:S:1:pos:R:3:forces:R:3:mulliken_charge:R:1
Ir 0.23535 0.54775 0.12300 0.1 0.5 0.2 1.919
C 2.76248 0.86222 2.02428 -0.1 0.1 0.1 -1.191
N 1.58510 1.70571 1.72548 0.2 0.1 -0.2 0.291
C 1.98950 2.93748 1.00304 0.1 -0.1 0.2 -0.946
C 0.80592 3.57904 0.32928 -0.1 0.1 -0.2 -0.815
N 0.32021 2.74451 -0.79778 -0.1 0.1 0.2 0.096
C -1.05008 3.14460 -1.18724 0.1 0.0 -0.1 -1.157
C 1.23627 2.81280 -1.92306 -0.1 0.0 0.0 -0.546
C 1.39548 4.00306 -2.61507 0.1 0.1 -0.1 -0.345
C 2.26044 4.07813 -3.69548 0.0 0.0 0.0 -0.913
C 2.97959 2.95627 -4.09178 0.0 0.0 0.0 -0.590
C 2.82772 1.76622 -3.40355 0.0 0.0 0.0 -0.493
C 1.95401 1.68286 -2.31199 0.1 0.0 -0.2 0.946
S 1.81489 0.14542 -1.48430 -0.1 0.0 0.1 -0.486
C 0.83303 2.03030 2.92130 0.0 -0.1 0.0 -0.536
C 1.45687 2.65522 3.98713 0.0 0.1 0.1 -0.397
C 0.74573 2.96354 5.13822 0.0 0.0 0.0 -0.892
C -0.60617 2.65191 5.23295 0.0 0.0 -0.1 -0.592
C -1.23996 2.03322 4.17165 0.1 0.0 -0.1 -0.548
C -0.52752 1.71642 3.00515 0.0 0.1 0.2 0.959
S -1.39309 0.94815 1.70391 0.1 -0.1 -0.2 -0.438
H 3.50124 1.40003 2.62443 0.0 0.0 0.0 0.357
H 3.21547 0.56126 1.08361 0.0 0.0 0.0 0.421
H 2.43490 -0.02439 2.56270 0.0 0.0 0.0 0.334
H 2.74062 2.65656 0.26338 0.0 0.0 0.0 0.602
H 2.45100 3.65627 1.68722 0.0 0.0 0.0 0.470
H 1.08485 4.57792 -0.01903 0.0 0.0 0.0 0.461
H -0.01706 3.69602 1.03596 0.0 0.0 0.0 0.625
H -1.09462 4.20003 -1.46891 0.0 0.0 0.0 0.365
H -1.71414 2.97194 -0.34505 0.0 0.0 0.0 0.408
H -1.37053 2.53252 -2.02718 0.0 0.0 0.0 0.320
H 0.83855 4.88346 -2.31708 0.0 0.0 0.0 0.331
H 2.36912 5.01355 -4.22894 0.0 0.0 0.0 0.401
H 3.65428 3.01016 -4.93672 0.0 0.0 0.0 0.406
H 3.38018 0.88300 -3.70094 0.0 0.0 0.0 0.441
H 2.50993 2.90288 3.92944 0.0 0.0 0.0 0.344
H 1.25251 3.44610 5.96414 0.0 0.0 0.0 0.402
H -1.16062 2.88919 6.13180 0.0 0.0 0.0 0.409
H -2.29255 1.78317 4.22658 0.0 0.0 0.0 0.452
C -3.12866 -7.30139 -1.68164 0.1 0.1 0.0 -1.478
C -2.54136 -5.96497 -1.30898 0.0 -0.1 0.0 0.679
C -1.39403 -5.87824 -0.51909 0.0 0.0 0.0 -0.893
C -0.83904 -4.66349 -0.15727 0.0 -0.1 0.0 0.796
C 0.40158 -4.64770 0.70121 -0.1 0.0 -0.1 -1.563
C -1.47275 -3.48465 -0.62421 -0.1 0.0 0.0 -0.083
Se -0.72921 -1.82456 -0.14527 0.0 -0.4 -0.1 0.066
C -2.63588 -3.53916 -1.42869 0.0 0.0 0.0 0.897
C -3.36030 -2.32725 -1.96175 0.0 -0.1 0.0 -1.564
C -3.13983 -4.78980 -1.74971 -0.1 0.1 0.0 -0.602
H -2.54915 -8.12441 -1.26803 0.0 0.0 0.0 0.344
H -3.16381 -7.42099 -2.76595 0.0 0.0 0.0 0.354
H -4.15309 -7.38864 -1.31509 0.0 0.0 0.0 0.352
H -0.91995 -6.79160 -0.17510 0.0 0.0 0.0 0.269
H 0.70186 -5.66643 0.94212 0.0 0.0 0.0 0.388
H 0.23442 -4.10869 1.63510 0.0 0.0 0.0 0.337
H 1.23381 -4.15849 0.19304 0.0 0.0 0.0 0.338
H -2.87391 -1.39447 -1.69665 0.0 0.0 0.0 0.295
H -4.38202 -2.29986 -1.57738 0.0 0.0 0.0 0.356
H -3.42521 -2.38131 -3.04998 0.0 0.0 0.0 0.369
H -4.03239 -4.84838 -2.36723 0.1 0.0 0.0 0.469
```
Forces are in eV/Å.


> Which value of energy relative to the best compared isomer or geometry (same formula, charge and spin) does entry 1 give?

1.055 eV


> What is the energy relative to the best compared isomer or geometry (same formula, charge and spin) in the second record?

0.066 eV


> Which of these has the highest energy relative to the best compared isomer or geometry (same formula, charge and spin)?

C5H8O